Below is a molecular structure, C47H47CaN7OP2S5, with properties calculated with ωB97M-V/def2-TZVPD.

Summary:
Highest occupied orbital energy   -6.04 eV
ΔE to the lowest compared entry with this formula, charge and spin   0.0 kcal per mole
E   -153178.3060 eV
LUMO   -0.9 eV
Molecular weight   988.30 g/mol
Gap between HOMO and LUMO   5.1 eV

Last column: Löwdin charge in e.
Atoms and positions in Å:
Ca: -0.45943 -0.63893 0.18485  0.907
C: -4.16559 0.56596 -2.14625  0.000
C: -2.83957 -0.06081 -1.85443  -0.246
N: -2.63687 -0.85141 -0.87221  -0.042
N: -3.62284 -1.22193 -0.04071  -0.043
C: -3.32288 -2.06343 1.00315  -0.887
N: -4.31452 -2.14884 1.89984  0.094
S: -1.89192 -2.91651 1.16586  0.617
C: -1.65333 0.14803 -2.73585  -0.225
C: -1.74785 0.81457 -3.95069  0.001
C: -0.62597 0.92746 -4.75663  -0.041
C: 0.56829 0.37307 -4.33498  -0.045
C: 0.58335 -0.26961 -3.10671  -0.132
N: -0.48756 -0.38618 -2.33003  0.021
H: -4.61006 0.93906 -1.22175  0.055
H: -4.84690 -0.16634 -2.58800  0.109
H: -4.08013 1.41876 -2.81272  0.064
H: -4.39364 -0.57239 0.12663  0.046
H: -4.86815 -1.29590 2.01112  0.034
H: -4.02150 -2.55968 2.77451  0.082
H: -2.68490 1.24300 -4.27220  0.109
H: -0.69033 1.44397 -5.70525  0.115
H: 1.46755 0.43430 -4.93096  0.111
H: 1.49948 -0.70137 -2.71914  0.091
C: 2.82953 -1.22404 2.16546  -0.410
C: 2.19368 -2.61665 2.25346  -0.413
P: 2.55877 -3.72453 0.81390  1.056
C: 3.97830 -4.71009 1.41723  -0.375
C: 4.20154 -5.97423 0.86866  -0.103
C: 5.30245 -6.72563 1.24416  -0.086
C: 6.21074 -6.22113 2.16639  -0.094
C: 6.00828 -4.96128 2.70617  -0.085
C: 4.90026 -4.21066 2.33343  -0.093
C: 1.21049 -4.95186 0.95707  -0.418
C: 0.37491 -5.15070 -0.13592  -0.154
C: -0.67205 -6.06232 -0.07110  -0.109
C: -0.88924 -6.77962 1.09249  -0.087
C: -0.05835 -6.59083 2.19201  -0.075
C: 0.98668 -5.68670 2.12305  -0.086
P: 2.58308 -0.40208 0.52814  0.983
C: 2.72838 1.38781 0.87162  -0.389
C: 3.05733 2.21495 -0.20510  -0.126
C: 3.05248 3.59181 -0.06928  -0.090
C: 2.70450 4.16773 1.14665  -0.082
C: 2.37737 3.35569 2.22010  -0.068
C: 2.39366 1.97207 2.08891  -0.110
C: 4.16870 -0.75360 -0.31555  -0.401
C: 5.36990 -0.28282 0.21203  -0.092
C: 6.57106 -0.55666 -0.42204  -0.075
C: 6.58394 -1.30011 -1.59549  -0.082
C: 5.39379 -1.76842 -2.13095  -0.081
C: 4.19240 -1.49519 -1.49167  -0.134
H: 3.90408 -1.27188 2.35481  0.066
H: 2.37460 -0.59600 2.93070  0.032
H: 1.10447 -2.51356 2.30903  0.038
H: 2.49962 -3.08962 3.19052  0.086
H: 3.49647 -6.37879 0.15114  0.104
H: 5.45269 -7.70877 0.81647  0.102
H: 7.06985 -6.80896 2.46242  0.100
H: 6.71017 -4.55891 3.42556  0.103
H: 4.76344 -3.22855 2.76793  0.086
H: 0.54696 -4.58816 -1.04682  0.091
H: -1.32102 -6.20246 -0.92579  0.104
H: -1.70919 -7.48387 1.14993  0.103
H: -0.23051 -7.14860 3.10356  0.104
H: 1.63825 -5.55000 2.97863  0.112
H: 3.32443 1.77440 -1.16070  0.104
H: 3.31125 4.21798 -0.91398  0.104
H: 2.68685 5.24463 1.25385  0.104
H: 2.09351 3.79427 3.16806  0.110
H: 2.08858 1.37020 2.93328  0.051
H: 5.36232 0.31310 1.11785  0.113
H: 7.49810 -0.18775 -0.00260  0.105
H: 7.52270 -1.51639 -2.08881  0.103
H: 5.40073 -2.35695 -3.03941  0.103
H: 3.26793 -1.89906 -1.88635  0.072
S: -0.40791 0.09964 2.82062  -0.085
S: -2.02199 -0.61922 3.88244  -0.146
S: -3.53904 0.79403 3.78417  -0.158
S: -4.16404 1.16481 1.85215  -0.070
C: -6.73755 3.27238 -3.07732  -0.051
C: -5.89629 4.03655 -2.08930  -0.286
C: -5.29261 5.24031 -2.43642  -0.049
C: -4.51186 5.93837 -1.52694  -0.032
C: -4.33373 5.45164 -0.23794  -0.257
N: -3.58150 6.22848 0.68508  0.122
C: -2.96101 5.75483 1.82452  -0.525
O: -2.92798 6.39838 2.85134  0.084
N: -2.37501 4.50352 1.72558  0.152
C: -1.67030 3.94525 0.66218  -0.204
C: -1.34393 4.59562 -0.51828  0.005
C: -0.57231 3.91615 -1.45339  -0.050
C: -0.16870 2.62404 -1.19730  -0.175
N: -0.50385 1.97537 -0.07122  0.010
C: -1.22743 2.62974 0.82938  -0.141
C: -4.93314 4.25121 0.12719  -0.023
C: -5.69813 3.55888 -0.79653  -0.051
H: -7.11121 3.92515 -3.86589  0.075
H: -7.59337 2.80799 -2.58680  0.081
H: -6.16556 2.47354 -3.55650  0.063
H: -5.43737 5.64455 -3.43186  0.109
H: -4.04613 6.87466 -1.81233  0.113
H: -3.87159 7.18813 0.79412  0.151
H: -2.29944 4.02186 2.61047  0.154
H: -1.65640 5.61331 -0.69930  0.109
H: -0.27680 4.40127 -2.37426  0.106
H: 0.45604 2.09113 -1.90349  0.088
H: -1.46252 2.09317 1.73962  -0.012
H: -4.81571 3.84520 1.12329  0.067
H: -6.17525 2.63804 -0.47760  0.108



Below is F2H2N2O2S in the gas phase in a non-equilibrium geometry, with properties calculated with ωB97M-V/def2-TZVPD.

Summary:
Highest occupied orbital energy   -11.24 eV
ΔE to the lowest compared entry with this formula, charge and spin   6.1 kcal per mole
E   -23372.9346 eV
LUMO   0.3 eV
Molecular weight   132.09 g/mol
Gap between HOMO and LUMO   11.5 eV

Last column: Löwdin charge in e.
Atoms and positions in Å:
N: 1.45070 0.01160 0.06028  -0.080
S: 0.02023 -0.74173 -0.17887  0.555
O: -0.17830 -0.80732 -1.59120  -0.260
O: -0.23077 -1.78399 0.70895  -0.236
N: -1.00726 0.49382 0.58345  -0.161
F: -0.97483 1.67806 -0.14590  -0.044
F: -2.35163 0.15865 0.46378  -0.023
H: 1.76854 0.43354 0.97652  0.125
H: 1.50332 0.55737 -0.87700  0.124



Below is 2 unconnected molecules or ions with the total composition C12H16N2 in a non-equilibrium geometry, with properties calculated with ωB97M-V/def2-TZVPD.

Summary:
Highest occupied orbital energy (spin up / spin down)   -12.26 / -12.20 eV
ΔE to the lowest compared entry with this formula, charge and spin   54.5 kcal per mole
2S+1   2
E   -15673.2573 eV
LUMO (spin up / spin down)   -3.6 / -7.9 eV
Molecular weight   188.27 g/mol
Gap between HOMO and LUMO (spin up / spin down)   8.6 / 4.3 eV
Charge   +1

Last column: Löwdin charge in e.
Atoms and positions in Å:
C: -1.54087 -1.52122 -1.20728  -0.241
C: -2.91191 -0.94800 -1.49236  -0.097
C: -0.91114 -1.09977 0.02130  -0.239
C: -1.09922 0.17172 0.62270  -0.047
C: -0.45814 -2.14547 0.85108  -0.045
C: -0.80333 0.38955 1.97326  -0.082
C: -0.01365 -1.82190 2.07221  -0.101
C: -0.12990 -0.57395 2.66512  -0.093
H: -1.70159 -2.61800 -1.19308  0.125
H: -0.78289 -1.36212 -1.98476  0.125
H: -3.27287 -0.94551 -2.57903  0.095
H: -1.35384 0.91528 0.02585  0.053
H: -0.33361 -3.09935 0.40701  0.118
H: -1.34830 1.28298 2.49248  0.155
H: 0.50595 -2.66598 2.59986  0.142
H: 0.37720 -0.49820 3.58791  0.104
H: -3.02905 0.14172 -1.18163  0.084
H: -3.68924 -1.66013 -1.11085  0.092
C: 2.37911 -0.13397 0.36644  0.043
C: 1.43856 2.29144 0.08074  0.034
C: 2.10599 1.22614 -0.36134  -0.207
C: 1.90869 2.44128 -2.11608  -0.010
N: 1.33330 3.15597 -0.99868  0.129
N: 2.43366 1.30184 -1.71478  0.160
H: 1.30759 2.68275 1.03646  0.139
H: 0.54863 3.85344 -1.10982  0.197
H: 1.32585 -0.52970 0.65473  0.072
H: 3.08198 -0.03973 1.11459  0.062
H: 1.82463 2.63791 -3.12796  0.123
H: 2.80838 -0.82899 -0.39408  0.107



Below is 7 unconnected molecules or ions with the total composition C5H23NO7S in a non-equilibrium geometry, with properties calculated with ωB97M-V/def2-TZVPD.

Summary:
Highest occupied orbital energy   -9.45 eV
ΔE to the lowest compared entry with this formula, charge and spin   35.3 kcal per mole
E   -32214.7513 eV
LUMO   0.1 eV
Molecular weight   241.31 g/mol
Gap between HOMO and LUMO   9.5 eV

Last column: Löwdin charge in e.
Atoms and positions in Å:
C: 1.30653 -0.54185 2.42426  -0.146
C: 0.11951 -0.01598 1.69472  -0.211
N: 0.20424 -0.16822 0.19171  0.095
C: -0.62434 -1.11652 -0.33045  -0.509
O: -1.72009 -1.42777 0.16523  -0.018
C: -0.46112 -1.57015 -1.76049  -0.197
C: 0.82395 -1.33360 -2.46481  -0.662
S: 2.18840 -2.26201 -1.94064  0.729
H: 1.05838 -1.04998 3.37655  0.087
H: 1.73404 -1.38238 1.87003  0.042
H: 2.08998 0.20621 2.62426  0.077
H: -0.87210 -0.48866 2.09034  0.145
H: 0.36460 1.10814 1.88226  0.125
H: 0.95223 0.28594 -0.36582  0.080
H: -0.44137 -2.69987 -1.71190  0.126
H: -1.45621 -1.41031 -2.14769  0.128
H: 1.09517 -0.25515 -2.47577  0.052
H: 0.63608 -1.69212 -3.52878  0.103
H: 2.88175 -1.53037 -0.92544  -0.083
O: 0.34423 3.14905 -0.05984  -0.063
H: -0.23775 3.89047 0.15060  0.074
H: -0.18586 2.36821 0.18900  0.032
O: 2.28205 1.37392 -1.01042  -0.088
H: 2.31267 2.21884 -0.45142  0.091
H: 2.61658 1.71325 -1.83952  0.056
O: -2.47396 1.94501 2.53252  -0.045
H: -2.40434 1.08434 2.85279  -0.019
H: -2.81328 1.87311 1.62404  0.013
O: -0.89708 2.20245 -2.55267  -0.073
H: -0.41433 1.49929 -3.03634  0.030
H: -0.20331 2.46707 -1.90412  -0.001
O: -3.49341 0.72509 -0.11881  -0.090
H: -2.72422 0.15642 -0.25355  -0.014
H: -3.95312 0.09062 0.53028  0.091
O: 0.71987 -2.87342 1.83332  -0.055
H: 1.51059 -3.38048 1.70716  0.054
H: 0.13503 -3.15860 1.13944  0.043